No. 1
The following is a DFT calculation (wB97M-V/def2-TZVPD) of a molecular structure, C24H26BIrN6OS4.

Results
net charge: +1
2S+1: 2
LUMO energy (alpha / beta): -4.74 / -5.19 eV
E_tot: -3055.70194 Ha
energy above the lowest of the compared OMol25 structures with the same formula, charge and spin: 2.90 kcal/mol
gap between HOMO and LUMO (alpha / beta): 6.171 / 5.636 eV

Geometry (Å):
Ir -0.1069 -0.7217 -0.8876
C -2.0532 -1.1657 2.0465
C -1.1283 -0.1459 1.4948
N 0.1464 -0.5979 1.0335
N 1.1518 0.1577 1.5251
C 2.2072 0.2334 0.7729
S 2.1518 -0.3686 -0.8378
S 3.6906 0.8791 1.4462
C 4.1491 2.1149 0.1578
C 4.3522 3.4628 0.7845
C 5.6276 3.9000 1.1196
C 5.8106 5.1388 1.7188
C 4.7181 5.9488 1.9865
C 3.4400 5.5165 1.6556
C 3.2597 4.2796 1.0604
C -1.3988 1.1924 1.4052
C -2.3333 1.8619 2.2714
C -2.4537 3.2028 2.2219
C -1.7029 3.9592 1.2583
C -0.8842 3.3773 0.3516
C -0.7629 1.9500 0.3254
O -0.2546 1.3809 -0.6856
H -1.8199 -1.3565 3.0997
H -3.0902 -0.8539 1.9605
H -1.9085 -2.1026 1.5147
H 5.0508 1.7686 -0.3425
H 3.3366 2.1296 -0.5664
H 6.4840 3.2710 0.9062
H 6.8081 5.4711 1.9735
H 4.8604 6.9153 2.4511
H 2.5849 6.1466 1.8639
H 2.2602 3.9356 0.8157
H -2.8559 1.2843 3.0220
H -3.0950 3.7239 2.9180
H -1.8213 5.0355 1.2429
H -0.3706 3.9495 -0.4087
C 0.6999 -4.1877 1.5725
N -0.6414 -4.2072 1.0033
C -1.7456 -4.7212 1.6333
C -2.7906 -4.5403 0.7908
N -2.3274 -3.9386 -0.3533
B -3.3582 -3.7461 -1.5494
N -2.6839 -3.0973 -2.7875
C -2.4722 -3.7494 -3.9778
C -1.9405 -2.8675 -4.8553
N -1.8262 -1.6697 -4.1888
C -1.2877 -0.4384 -4.7470
C -2.2841 -1.8359 -2.9339
S -2.2848 -0.5712 -1.7397
C -1.0163 -3.7347 -0.2132
S 0.1327 -2.9991 -1.2975
H 0.6271 -3.9529 2.6320
H 1.2867 -3.4248 1.0701
H 1.1776 -5.1571 1.4438
H -1.6902 -5.1666 2.6106
H -3.8263 -4.8103 0.8952
H -4.2533 -3.0558 -1.1426
H -3.7121 -4.8449 -1.8801
H -2.7318 -4.7850 -4.0977
H -1.6482 -2.9757 -5.8839
H -1.0432 -0.6173 -5.7899
H -0.3871 -0.1394 -4.2128
H -2.0226 0.3598 -4.6769

---

No. 2
The following is a DFT calculation (wB97M-V/def2-TZVPD) of C24H26FN5O in the gas phase.

Results
structure (SMILES): CCn1ccnc1CN(C)Cc1cn(-c2ccccc2)nc1-c1ccc(OC)cc1F
2S+1: 1
LUMO energy: 0.69 eV
E_tot: -1379.02167 Ha
energy above the lowest of the compared OMol25 structures with the same formula, charge and spin: 0.00 kcal/mol
gap between HOMO and LUMO: 8.400 eV

Geometry (Å):
C 3.4996 0.7856 1.7133
C 2.2957 0.3793 0.8643
N 1.0642 0.5481 1.5877
C 0.4725 -0.3768 2.4001
C -0.6224 0.2332 2.9365
N -0.7136 1.5076 2.4738
C 0.3034 1.6704 1.6631
C 0.6037 2.9176 0.9076
N 0.5508 2.7206 -0.5391
C 1.1760 3.8296 -1.2310
C -0.8198 2.5201 -0.9985
C -1.3555 1.1824 -0.6094
C -2.4612 0.9729 0.1781
N -2.5856 -0.3620 0.3665
C -3.5077 -1.0499 1.1561
C -4.6640 -0.4374 1.6274
C -5.5432 -1.1540 2.4187
C -5.2832 -2.4755 2.7399
C -4.1335 -3.0854 2.2635
C -3.2457 -2.3799 1.4758
N -1.6192 -1.0239 -0.2603
C -0.8577 -0.1264 -0.8666
C 0.2989 -0.5591 -1.6369
C 0.8292 0.1932 -2.6867
C 1.9195 -0.2329 -3.4098
C 2.5376 -1.4502 -3.1177
O 3.6068 -1.7849 -3.8858
C 4.2496 -3.0134 -3.6424
C 2.0317 -2.2225 -2.0796
C 0.9340 -1.7707 -1.3687
F 0.5208 -2.5538 -0.3513
H 3.5496 0.1790 2.6150
H 4.4161 0.6461 1.1461
H 3.4277 1.8298 2.0083
H 2.2418 0.9822 -0.0456
H 2.3859 -0.6726 0.5831
H 0.8581 -1.3695 2.5052
H -1.3523 -0.1588 3.6164
H 1.6138 3.2569 1.1588
H -0.1109 3.6873 1.2429
H 1.1789 3.6291 -2.3017
H 2.2098 3.9219 -0.8994
H 0.6649 4.7885 -1.0539
H -1.4921 3.2932 -0.5850
H -0.8310 2.6267 -2.0877
H -3.1140 1.6860 0.6357
H -4.8835 0.5885 1.3776
H -6.4394 -0.6753 2.7848
H -5.9746 -3.0275 3.3589
H -3.9260 -4.1157 2.5114
H -2.3419 -2.8290 1.0967
H 0.3644 1.1275 -2.9464
H 2.3151 0.3594 -4.2191
H 5.0530 -3.0761 -4.3745
H 4.6756 -3.0511 -2.6346
H 3.5671 -3.8577 -3.7811
H 2.4623 -3.1707 -1.8005

---

No. 3
The following is a DFT calculation (wB97M-V/def2-TZVPD) of C24H26FN5O in the gas phase.

Results
structure (SMILES): CCn1ccnc1CN(C)Cc1cn(-c2ccccc2)nc1-c1ccc(OC)cc1F
2S+1: 1
LUMO energy: 0.70 eV
E_tot: -1379.01894 Ha
energy above the lowest of the compared OMol25 structures with the same formula, charge and spin: 1.71 kcal/mol
gap between HOMO and LUMO: 8.835 eV

Geometry (Å):
C 1.8545 4.3882 2.8330
C 1.2870 2.9702 2.8221
N -0.0414 2.9325 3.3763
C -0.3588 2.8077 4.7002
C -1.7195 2.8591 4.7726
N -2.2413 3.0133 3.5281
C -1.2191 3.0613 2.7099
C -1.3145 3.2231 1.2319
N -0.6165 2.1438 0.5449
C -0.4703 2.4096 -0.8706
C -1.2679 0.8562 0.7791
C -0.3192 -0.2535 0.4779
C 0.7483 -0.6562 1.2444
N 1.4046 -1.6232 0.5560
C 2.5482 -2.3362 0.9231
C 3.1882 -3.1115 -0.0409
C 4.3210 -3.8276 0.2915
C 4.8270 -3.7775 1.5807
C 4.1881 -3.0095 2.5392
C 3.0507 -2.2904 2.2197
N 0.8191 -1.8560 -0.6195
C -0.2234 -1.0492 -0.6936
C -1.1028 -1.0286 -1.8603
C -2.4872 -1.1444 -1.7359
C -3.3100 -1.1115 -2.8391
C -2.7764 -0.9620 -4.1217
O -3.6693 -0.9407 -5.1433
C -3.1843 -0.8050 -6.4583
C -1.3992 -0.8466 -4.2707
C -0.5961 -0.8847 -3.1454
F 0.7329 -0.7386 -3.3275
H 1.2291 5.0516 2.2408
H 1.8981 4.7746 3.8492
H 2.8574 4.3893 2.4149
H 1.2317 2.5860 1.8002
H 1.9275 2.3135 3.4189
H 0.3919 2.6874 5.4546
H -2.3562 2.7930 5.6317
H -0.8438 4.1664 0.9343
H -2.3825 3.2740 0.9669
H 0.1098 1.6076 -1.3238
H 0.0697 3.3460 -1.0072
H -1.4379 2.4789 -1.3913
H -1.5530 0.8152 1.8335
H -2.1797 0.7608 0.1684
H 1.0667 -0.3057 2.2037
H 2.7768 -3.1337 -1.0370
H 4.8134 -4.4266 -0.4596
H 5.7136 -4.3366 1.8388
H 4.5743 -2.9715 3.5470
H 2.5567 -1.7087 2.9820
H -2.9145 -1.2837 -0.7545
H -4.3792 -1.2052 -2.7384
H -4.0637 -0.8229 -7.0996
H -2.6562 0.1440 -6.5952
H -2.5221 -1.6334 -6.7288
H -0.9271 -0.7260 -5.2319

---

No. 4
The following is a DFT calculation (wB97M-V/def2-TZVPD) of a molecular structure, C24H26LiN2PS.

Results
2S+1: 1
LUMO energy: 0.36 eV
E_tot: -1786.74142 Ha
energy above the lowest of the compared OMol25 structures with the same formula, charge and spin: 19.35 kcal/mol
gap between HOMO and LUMO: 6.536 eV

Geometry (Å):
Li 0.2499 0.2032 -0.6843
C -2.7444 -4.7378 -0.2427
C -2.4928 -4.1069 1.0965
C -2.9121 -4.8153 2.2195
C -2.7555 -4.3394 3.5057
C -2.1573 -3.1067 3.7078
C -1.7196 -2.3947 2.6119
C -1.8664 -2.8716 1.3060
P -1.2141 -1.6442 0.1093
C -1.0898 -2.5357 -1.4817
C -1.8895 -2.1981 -2.5706
C -1.7487 -2.8512 -3.7824
C -0.8049 -3.8537 -3.9164
C 0.0160 -4.1726 -2.8477
C -0.0972 -3.5161 -1.6302
C 0.8368 -3.8505 -0.5076
C -2.6908 -0.6001 -0.0796
C -3.9686 -1.1497 -0.0782
C -5.0841 -0.3637 -0.2856
C -4.9064 0.9905 -0.5473
C -3.6495 1.5485 -0.5164
C -2.4978 0.7975 -0.2139
C -1.2144 1.4316 -0.0162
H -3.5358 -5.4777 -0.1455
H -1.8568 -5.2578 -0.6041
H -3.0400 -4.0183 -1.0010
H -3.3951 -5.7708 2.0730
H -3.0986 -4.9285 4.3433
H -2.0417 -2.7132 4.7075
H -1.2662 -1.4172 2.7502
H -2.6459 -1.4328 -2.4561
H -2.3785 -2.5824 -4.6192
H -0.6921 -4.3742 -4.8565
H 0.7467 -4.9619 -2.9593
H 1.5405 -4.6229 -0.8117
H 0.2953 -4.1988 0.3730
H 1.4125 -2.9701 -0.2152
H -4.0939 -2.2105 0.0868
H -6.0758 -0.7934 -0.2481
H -5.7676 1.6113 -0.7537
H -3.5310 2.6072 -0.7020
H -0.8136 1.1429 0.9636
H -1.3001 2.5166 -0.0419
S 2.5333 -0.3851 0.5263
C 2.1354 0.2176 2.0077
N 2.1601 -0.4926 3.1576
C 1.5600 0.2523 4.2470
C 1.5985 1.6959 3.7119
N 1.7761 1.4855 2.2889
H 2.1491 -1.4980 3.1318
H 2.1283 0.1268 5.1699
H 0.5304 -0.0811 4.4284
H 2.4353 2.2644 4.1380
H 0.6710 2.2365 3.9082
H 1.8821 2.2423 1.6350